No. 1
Here is 2 unconnected molecules or ions with the total composition C32H33F3N3 from OMol25. Energies are from ωB97M-V/def2-TZVPD.

Geometry (Å):
C 5.39044 -2.55375 1.14619
N 5.18178 -1.10356 1.14326
C 6.20011 -0.32146 0.47684
C 6.37180 -0.39312 -0.90740
C 7.32293 0.37311 -1.54056
C 8.12459 1.22298 -0.80383
C 7.98237 1.29122 0.56855
C 7.02959 0.52937 1.20553
C 3.80890 -0.67676 1.06133
C 3.15949 -0.02176 2.11540
C 1.85045 0.36491 1.99975
C 1.10530 0.12230 0.81997
C -0.23437 0.57829 0.76099
C -1.20545 0.51048 -0.26715
C -2.48271 1.07425 -0.02984
C -3.46257 1.06690 -0.98647
C -3.23358 0.49257 -2.24353
N -4.23775 0.46474 -3.27558
C -4.76435 -0.86231 -3.60474
C -4.13883 1.39840 -4.37533
C -3.22580 1.19218 -5.41109
C -3.11355 2.09696 -6.44125
C -3.91622 3.22085 -6.46053
C -4.84269 3.42793 -5.45585
C -4.95368 2.52830 -4.42110
C -1.98162 -0.08009 -2.48964
C -1.00493 -0.07154 -1.54126
C 1.78052 -0.55663 -0.22155
C 3.08285 -0.93936 -0.10346
H 4.48734 -3.06476 1.47612
H 5.64186 -2.89995 0.14608
H 6.20462 -2.80538 1.81958
H 5.74790 -1.05737 -1.47816
H 7.43847 0.31270 -2.61058
H 8.86907 1.82256 -1.29957
H 8.61845 1.94397 1.14269
H 6.91085 0.57424 2.27320
H 3.71279 0.17876 3.01623
H 1.37180 0.87177 2.81977
H -0.56461 1.09364 1.64823
H -2.68075 1.51772 0.93070
H -4.42422 1.50735 -0.78865
H -5.33978 -0.82068 -4.52578
H -3.94756 -1.57036 -3.73507
H -5.40848 -1.21010 -2.80057
H -2.60747 0.31300 -5.39307
H -2.39589 1.93020 -7.22834
H -3.82783 3.92958 -7.26595
H -5.47788 4.29754 -5.48086
H -5.67183 2.67706 -3.63440
H -1.79654 -0.51712 -3.45623
H -0.07849 -0.52211 -1.81118
H 1.29811 -0.79804 -1.13935
H 3.58030 -1.43816 -0.91733
C -1.43018 -0.11895 5.41127
C -0.69838 -1.30249 4.75252
N -1.74557 -2.18802 4.21813
C -2.94721 -1.38036 3.94208
C -4.20686 -2.26096 4.12321
F -5.29083 -1.53551 3.79486
F -4.08594 -3.33501 3.32089
F -4.26297 -2.63140 5.41490
C -2.90115 -0.21445 4.94267
H -1.37158 -0.18378 6.50351
H -0.97472 0.83782 5.13354
H -0.05536 -0.97177 3.92856
H -0.07585 -1.85033 5.47020
H -1.46904 -2.77080 3.42071
H -2.90201 -1.00803 2.90823
H -3.56747 -0.45008 5.77851
H -3.26814 0.72270 4.51107

Computed properties:
HOMO, Eh: -0.4118
LUMO level, hartree: -0.2097
Energy relative to the best compared isomer or geometry (same formula, charge and spin), kJ/mol: 89.0
Total charge: +1
Kohn-Sham gap, eV: 5.5

No. 2
Here is a molecular structure, C19H23N3NiO7P2S2 from OMol25. Energies are from ωB97M-V/def2-TZVPD.

Geometry (Å):
Ni 0.29041 0.06640 -0.21544
N 3.94416 -0.11843 -0.19036
C 3.15219 -1.32473 0.08695
C 4.00061 -2.59034 0.07783
P 2.16992 -1.12307 1.60953
O 3.29448 -0.87058 2.73856
O 1.40821 -2.38473 1.85250
O 1.37104 0.16626 1.43833
P 1.78924 -1.32612 -1.17924
O 1.24582 -2.85186 -1.05501
O 2.32336 -1.03628 -2.54465
O 1.21326 1.99011 -1.25670
H 4.69718 -0.04685 0.48992
H 3.20656 1.59292 -0.29820
H 4.36276 -0.22632 -1.11280
H 4.84699 -2.47454 0.75950
H 4.38667 -2.77633 -0.92707
H 3.42599 -3.45940 0.38816
H 3.04178 -1.26241 3.58387
H 1.07012 -3.03143 -0.11039
O -0.78172 0.54941 -1.82581
N -0.01087 0.97096 -2.81702
C -0.31231 0.59230 -4.07307
C 0.46786 0.98105 -5.13115
C 1.59148 1.76367 -4.88346
C 1.90026 2.14118 -3.59507
C 1.07698 1.72722 -2.56060
S 2.60003 2.78032 -0.67512
H -1.18792 -0.03303 -4.13435
H 0.20359 0.65531 -6.12498
H 2.23350 2.06867 -5.69672
H 2.77148 2.72864 -3.35167
N -1.44898 -0.86916 0.48150
S -1.67352 -2.28404 1.13613
C -1.95996 -2.15577 2.89290
C -3.06620 -1.48359 3.39950
C -3.22170 -1.37313 4.76882
C -2.27848 -1.94032 5.61889
C -1.18078 -2.60828 5.10401
C -1.00661 -2.71402 3.72879
C -3.29874 -2.82987 0.63171
C -3.89652 -2.21596 -0.45571
C -5.12137 -2.69029 -0.91021
C -5.72624 -3.76824 -0.28941
C -5.10802 -4.38608 0.79193
C -3.89150 -3.92063 1.25732
H -2.19775 -0.21643 0.71230
H -3.80614 -1.06564 2.72826
H -4.07703 -0.85344 5.17697
H -2.40287 -1.85506 6.68993
H -0.45074 -3.04663 5.77054
H -0.13377 -3.18505 3.29960
H -3.39583 -1.38927 -0.94057
H -5.59742 -2.21334 -1.75613
H -6.67876 -4.13383 -0.64675
H -5.57666 -5.23217 1.27511
H -3.41289 -4.39470 2.10340

Computed properties:
HOMO (alpha / beta), Eh: -0.2623 / -0.2623
LUMO level (alpha / beta), hartree: 0.0047 / 0.0047
Energy relative to the best compared isomer or geometry (same formula, charge and spin), kJ/mol: 322.9
Total charge: 0
Kohn-Sham gap (alpha / beta), eV: 7.3 / 7.3

No. 3
Here is C4H6O2 in the gas phase from OMol25. Energies are from ωB97M-V/def2-TZVPD.

Geometry (Å):
O -0.99293 -1.43981 0.72241
C -1.32681 -0.47279 -0.19378
O -1.16707 0.80058 0.34366
C 0.23117 1.05496 0.26843
C 0.97836 0.28228 -0.75144
C 1.24456 0.00087 0.50683
H -0.04664 -1.21880 0.92150
H -2.30458 -0.64654 -0.64098
H -0.52558 -0.48131 -1.03233
H 0.43180 2.10132 0.47032
H 1.40256 0.30999 -1.73890
H 2.07516 -0.29075 1.12429

Computed properties:
HOMO, Eh: -0.3625
LUMO level, hartree: 0.0275
Energy relative to the best compared isomer or geometry (same formula, charge and spin), kJ/mol: 416.9
Total charge: 0
Kohn-Sham gap, eV: 10.6
Structure (SMILES): OCOC1C=C1

No. 4
Here is C7H16BrNO4Si in the gas phase from OMol25. Energies are from ωB97M-V/def2-TZVPD.

Geometry (Å):
C 1.45612 2.25249 -2.10355
O 0.45980 2.22926 -1.01133
Si -0.54414 0.99544 -0.56149
O -1.41230 1.56746 0.71353
C -2.26530 2.63378 0.71903
O -1.47514 0.63730 -1.89820
C -2.09582 -0.58649 -2.33120
O 0.45813 -0.21982 -0.06285
C -0.00859 -1.27311 0.66524
N -1.12624 -1.85086 0.33395
Br -1.77534 -3.34520 1.18880
C 1.09722 -1.88742 1.50955
C 1.26438 -0.86012 2.64640
C 2.40862 -2.07137 0.65178
H 2.28442 2.77063 -1.74169
H 0.87733 2.77571 -2.97384
H 1.72300 1.23010 -2.38487
H -3.09989 2.51214 -0.11698
H -1.57152 3.49279 0.43283
H -2.76544 2.67357 1.81688
H -1.48736 -1.15148 -2.96479
H -2.84311 -0.20627 -3.03662
H -2.60008 -1.07517 -1.52504
H 0.81533 -2.88798 1.92902
H 2.09790 -1.15405 3.20399
H 1.66058 0.07666 2.28767
H 0.35100 -0.85649 3.18814
H 3.06995 -2.78395 1.19213
H 2.11023 -2.47973 -0.33052
H 2.93624 -1.15782 0.56404

Computed properties:
HOMO, Eh: -0.3485
LUMO level, hartree: 0.0236
Energy relative to the best compared isomer or geometry (same formula, charge and spin), kJ/mol: 21.0
Total charge: 0
Kohn-Sham gap, eV: 10.1
Structure (SMILES): CO[Si](OC)(OC)O/C(=N/Br)C(C)C

> Number 4 is which compound?

C7H16BrNO4Si

> Which of these has the highest total charge?

C32H33F3N3

Please write out number 3 again, unchanged.
Here is C4H6O2 in the gas phase from OMol25. Energies are from ωB97M-V/def2-TZVPD.

Geometry (Å):
O -0.99293 -1.43981 0.72241
C -1.32681 -0.47279 -0.19378
O -1.16707 0.80058 0.34366
C 0.23117 1.05496 0.26843
C 0.97836 0.28228 -0.75144
C 1.24456 0.00087 0.50683
H -0.04664 -1.21880 0.92150
H -2.30458 -0.64654 -0.64098
H -0.52558 -0.48131 -1.03233
H 0.43180 2.10132 0.47032
H 1.40256 0.30999 -1.73890
H 2.07516 -0.29075 1.12429

Computed properties:
HOMO, Eh: -0.3625
LUMO level, hartree: 0.0275
Energy relative to the best compared isomer or geometry (same formula, charge and spin), kJ/mol: 416.9
Total charge: 0
Kohn-Sham gap, eV: 10.6
Structure (SMILES): OCOC1C=C1